No. 1
DFT (the ωB97M-V functional and the def2-TZVPD basis) results for a cluster of 9 separate species, C26H50N4O15 in total.

Atoms and positions in Å:
C1 1.259187 -0.110512 2.623665
O1 0.369447 -0.255552 1.541315
C2 -0.015443 0.760998 0.749615
O2 0.468327 1.898378 0.807535
O3 -0.825083 0.214918 -0.184285
C3 -1.054293 0.952608 -1.410755
H1 0.897707 -0.466382 3.588445
H2 1.655687 0.902508 2.692055
H3 2.045137 -0.842842 2.439115
H4 -0.072533 1.017738 -1.879785
H5 -1.383023 1.951308 -1.123275
H6 -1.855013 0.679668 -2.098115
C4 -4.153153 -5.297962 11.480115
O4 -3.182313 -4.259412 11.098565
C5 -3.113063 -3.854312 9.822095
O5 -3.758633 -4.381822 8.873055
O6 -2.204543 -2.923942 9.791815
C6 -2.192903 -2.015862 8.744005
H7 -5.106623 -4.827392 11.720005
H8 -3.751193 -5.946832 12.258245
H9 -4.296223 -5.960132 10.626205
H10 -1.135103 -1.755632 8.706135
H11 -2.717423 -1.093782 8.994475
H12 -2.484953 -2.430812 7.779315
C7 -4.542123 6.321418 2.674195
O7 -4.559343 5.211858 3.405555
C8 -3.567743 4.740958 4.104455
O8 -3.615873 3.655468 4.711385
O9 -2.452663 5.622418 4.026685
C9 -1.358153 5.393238 4.871945
H13 -4.090203 7.173828 3.181405
H14 -5.526663 6.666918 2.358925
H15 -3.849643 6.147118 1.850665
H16 -0.839303 4.669998 4.242805
H17 -1.610393 4.856718 5.786615
H18 -0.747283 6.285398 5.009705
C10 6.353227 -4.484532 6.770955
O10 7.597707 -5.001222 6.306415
C11 7.909597 -4.948922 5.097245
O11 7.215107 -4.626172 4.089825
O12 9.262947 -5.256682 5.065235
C12 9.966057 -5.050852 3.867955
H19 6.365497 -3.443302 7.093135
H20 5.854927 -5.015762 7.581875
H21 5.650107 -4.566852 5.942135
H22 10.706517 -4.251242 3.889035
H23 9.323837 -4.890172 3.002015
H24 10.532457 -5.957432 3.654875
C13 -2.097883 -1.625392 -12.078855
O13 -0.691613 -1.490542 -11.737875
C14 0.167467 -0.908512 -12.773045
C15 1.648517 -0.869542 -12.329245
O14 1.974007 0.202998 -11.414135
C16 1.721447 -0.295502 -10.087455
C17 2.389427 0.602788 -9.098335
O15 2.182247 2.034958 -9.185625
C18 0.935767 2.542238 -8.622215
H25 -2.250993 -1.433232 -13.140805
H26 -2.662923 -0.866232 -11.538025
H27 -2.385083 -2.609562 -11.708675
H28 -0.194583 0.062968 -13.109575
H29 0.073617 -1.385402 -13.748685
H30 2.284977 -0.742862 -13.205015
H31 1.701827 -1.878472 -11.920215
H32 2.028807 -1.324922 -9.903295
H33 0.655977 -0.293272 -9.857535
H34 3.421917 0.379208 -8.829855
H35 1.949397 0.323058 -8.141145
H36 -0.006203 2.401998 -9.152425
H37 1.009777 3.629668 -8.632495
H38 0.811437 2.223968 -7.587155
C19 -6.973823 -0.062312 -7.673795
C20 -5.728293 0.635398 -7.400845
N1 -4.800783 1.280608 -7.170015
H39 -6.835603 -1.076222 -7.298305
H40 -6.991293 -0.060502 -8.763655
H41 -7.841603 0.469618 -7.283795
C21 -2.010813 -5.267832 2.045615
C22 -2.726983 -4.975422 0.760395
N2 -3.361703 -4.838462 -0.187755
H42 -2.396143 -4.663742 2.867005
H43 -0.983553 -4.982082 1.819375
H44 -1.984743 -6.344232 2.215275
C23 3.630457 3.020908 11.185705
C24 3.592537 2.202288 9.928115
N3 3.524477 1.658868 8.887765
H45 4.469567 2.705178 11.805635
H46 2.743257 2.954468 11.815435
H47 3.768847 4.061258 10.891385
C25 -0.742083 7.088298 -2.840465
C26 -2.137683 7.512098 -2.740525
N4 -3.272173 7.890728 -2.691325
H48 -0.023313 7.716278 -2.314055
H49 -0.480703 7.051938 -3.898035
H50 -0.477743 6.135378 -2.382015

Forces on the atoms, in the same order (eV/Å):
C 1.1723 -0.0535 0.1094
O -1.5304 -0.2978 -0.2383
C 2.0967 1.2272 -0.3108
O -1.7082 -2.2234 -0.3628
O -0.5580 -0.1005 0.1101
C 0.8224 1.8619 0.9578
H -0.9683 0.4261 -0.1680
H -0.0421 -0.1193 0.0035
H 0.4026 0.3469 -0.2925
H -0.3089 0.0831 -0.4398
H 0.4020 0.2787 0.0397
H 0.2124 -1.4216 0.5991
C 0.4644 0.0754 -1.5109
O -0.6138 -0.7076 0.6911
C -2.6655 -3.3689 -1.6749
O 2.0288 2.2109 2.7495
O -0.1750 -0.0720 0.7269
C 1.4109 1.0260 -1.1313
H 0.2207 -0.0387 0.2342
H 0.1667 0.7336 0.2638
H -0.1509 0.1899 -0.1361
H -0.0304 0.2686 -0.4520
H -0.3910 -0.2404 -0.0048
H -0.2601 -0.0711 0.2368
C 1.5851 3.5616 -2.0462
O -1.6193 -3.2517 2.0847
C 2.2827 -1.5907 1.7286
O 0.4996 3.5109 -1.6429
O -3.5306 -0.2246 0.1528
C 0.8472 -2.0196 -0.7695
H -0.0488 0.0369 0.4053
H -0.0436 -0.7219 -0.0434
H -0.4140 0.2723 -0.6439
H 1.1383 -0.0678 0.6338
H -0.2058 0.4397 0.1293
H -0.4821 0.0428 -0.0030
C -1.8661 0.2103 -1.0006
O -1.2673 -0.1354 4.5806
C 0.7683 1.3813 -6.3935
O 2.1808 -1.1592 3.4589
O -1.4516 0.5040 0.1073
C 0.4446 -0.6695 -1.4806
H 0.7588 0.0320 -0.2733
H 1.0289 -0.6687 0.0847
H -0.0207 0.2550 -0.0762
H -0.2907 0.2817 0.6072
H -0.2666 0.1010 0.2636
H -0.0233 -0.1273 0.1228
C 1.3825 0.6186 0.5026
O 0.5938 0.3873 -1.2339
C -0.7033 0.7297 0.0554
C -1.6432 0.6680 -0.3558
O -0.4199 -2.6437 0.1214
C -0.2329 1.5664 -0.2317
C -0.6037 0.9010 2.3419
O -0.9420 -0.5323 -0.2750
C 0.9641 0.2776 -0.1588
H -0.1182 -0.5186 -0.0817
H -0.0562 0.0599 0.0977
H -0.2292 0.0113 -0.4812
H -0.0693 0.7028 0.8416
H 0.1634 -1.2246 0.1304
H -0.0573 -0.1186 0.0297
H 1.0395 0.0165 0.4252
H 0.4446 -0.0897 -0.3166
H -0.2840 0.1034 -0.3878
H 0.4473 0.4718 -1.1084
H -0.4338 -0.2857 0.3656
H 0.2114 -0.9129 -0.4904
H 0.4873 0.0111 0.1424
H 0.0532 -0.1991 0.0720
C 0.8368 -0.0728 -0.5766
C 0.5215 1.2401 0.7875
N -0.4016 -0.5823 -0.2244
H -0.5657 -0.0007 -0.0471
H -0.5528 -0.3718 -0.0572
H 0.1751 -0.2131 0.1224
C 0.3033 0.4620 -1.7090
C -0.3545 -0.5579 1.0588
N 0.3165 0.1245 0.0855
H -0.0466 -0.2983 -0.0971
H 0.1523 0.1177 0.4317
H -0.3772 0.1648 0.2198
C 0.3454 -0.4394 -0.6437
C -0.5986 -0.7200 -1.8280
N 0.2865 1.3945 2.9961
H 0.0774 0.0461 -0.1564
H -0.1603 -0.2458 -0.4396
H 0.0461 -0.0440 0.0698
C 0.6622 -0.1739 -0.0449
C -4.6667 1.5697 0.6132
N 5.1198 -1.7465 -0.2207
H -0.4168 0.7196 -0.2032
H 0.1265 -0.0169 0.0673
H -0.8239 -0.3625 -0.1949

Properties
Orbital gap ... 0.35906 Eh
LUMO energy ... 0.35 eV
Net charge ... 0
Calculated total energy ... -64437.7847 eV
ΔE to the lowest compared entry with this formula, charge and spin ... 469.4 kJ/mol

No. 2
DFT (the ωB97M-V functional and the def2-TZVPD basis) results for a cluster of 3 separate species, C26H50N6O3 in total.

Atoms and positions in Å:
N1 -2.678086 4.265767 -4.073478
C1 -1.207227 4.413536 -4.334111
C2 -0.378355 4.670274 -2.950511
C3 -0.297262 3.208727 -2.234573
C4 0.433915 3.252398 -0.798647
C5 0.539873 1.761404 -0.143376
O1 1.992959 1.567289 -0.121061
N2 2.438441 0.894056 -1.209522
O2 3.517526 1.383839 -1.453501
C6 -0.338017 0.637652 -0.936221
N3 -0.584162 -0.435419 0.107556
C7 -0.853003 0.375423 1.337094
O3 -1.805118 0.025720 2.066400
C8 0.169952 1.610159 1.444359
N4 -0.561542 2.715775 2.109464
C9 1.521017 1.182477 2.233957
C10 2.474300 2.241381 2.896432
C11 3.772099 1.773611 3.602848
C12 4.199643 0.292509 3.703083
C13 3.249418 -0.775350 3.099197
C14 1.945370 -0.323922 2.384265
H1 -2.844450 4.214909 -3.054409
H2 -3.019230 3.386889 -4.492464
H3 -0.850826 3.385432 -4.726923
H4 -0.960286 5.267827 -5.048521
H5 -1.025806 5.316810 -2.250475
H6 0.664057 5.093808 -3.133205
H7 0.296843 2.484677 -2.903575
H8 -1.400220 2.881664 -2.117002
H9 -0.071402 4.011842 -0.113434
H10 1.502324 3.649818 -0.995417
H11 0.038922 0.285896 -1.950870
H12 -1.429237 0.929704 -1.188963
H13 0.304847 -0.959074 0.090170
H14 -1.161682 2.343544 2.873635
H15 -1.212471 3.201943 1.478410
H16 2.203176 3.346080 2.835671
H17 4.493219 2.546059 4.062275
H18 5.155515 -0.053915 4.213394
H19 3.494867 -1.895062 3.138017
H20 1.293264 -1.167026 1.944322
C15 4.416429 -3.057962 -7.185805
C16 4.073117 -2.879837 -5.711144
N5 3.881518 -1.488302 -5.318218
C17 3.848564 -1.294235 -3.870248
C18 2.700763 -1.939575 -3.096019
C19 2.881457 -0.736459 -6.070722
C20 1.453116 -1.279912 -6.092392
H21 5.285866 -2.457215 -7.464903
H22 4.654699 -4.105906 -7.387050
H23 3.580320 -2.784380 -7.834205
H24 4.911886 -3.293139 -5.138544
H25 3.198563 -3.496647 -5.472297
H26 3.864187 -0.221663 -3.648767
H27 4.790106 -1.676090 -3.457757
H28 1.762429 -1.402583 -3.243797
H29 2.917936 -1.907899 -2.023993
H30 2.552147 -2.987453 -3.365878
H31 3.226720 -0.653548 -7.106546
H32 2.859799 0.297431 -5.711996
H33 1.414254 -2.355874 -6.276959
H34 0.889919 -0.793758 -6.895777
H35 0.924400 -1.066569 -5.162922
C21 -4.680452 -1.220767 3.179506
C22 -5.163081 -1.586651 4.578310
N6 -4.350559 -2.608872 5.227877
C23 -4.971985 -3.168147 6.425869
C24 -5.197957 -2.230131 7.610241
C25 -2.922623 -2.322934 5.340561
C26 -2.509959 -1.047474 6.074115
H36 -4.598226 -2.106771 2.544626
H37 -5.391788 -0.536269 2.708780
H38 -3.712288 -0.717546 3.202701
H39 -6.186170 -1.967057 4.471817
H40 -5.231500 -0.673482 5.181590
H41 -4.388901 -4.031314 6.765944
H42 -5.943803 -3.586296 6.136788
H43 -4.266430 -2.007492 8.132195
H44 -5.860792 -2.709776 8.336898
H45 -5.667834 -1.289884 7.314023
H46 -2.503406 -2.281360 4.329828
H47 -2.417782 -3.175808 5.805250
H48 -3.102575 -0.179529 5.776067
H49 -1.463831 -0.818028 5.846469
H50 -2.579417 -1.161968 7.156185

Forces on the atoms, in the same order (eV/Å):
N 0.6422 -0.1780 0.2684
C 1.0342 -0.4723 0.8771
C -0.9857 -1.7227 -0.0038
C 0.0765 0.9607 0.4013
C -0.2887 0.0001 -0.7561
C -0.5115 1.9534 -0.0783
O -1.9168 -0.7879 -0.3803
N 2.8858 2.1887 -0.2746
O -1.3535 -1.9373 -0.5088
C -1.2897 0.0849 0.6636
N 0.8087 1.2444 -0.8760
C -1.1367 -2.9917 1.0629
O 3.6845 2.1164 -2.1707
C -0.7631 -1.0548 -0.0369
N 0.1007 -0.0943 -0.1839
C 2.9550 -1.3192 2.6068
C 0.4705 -3.6918 -0.1017
C -1.3266 -2.0095 -1.1402
C -3.8155 0.5493 -1.8879
C -0.8905 3.6995 -0.4476
C 1.7173 1.9473 1.0772
H 0.0465 0.0026 -0.9249
H 0.2382 0.7697 0.4538
H -0.1200 1.9001 0.1883
H -0.5797 -1.2861 0.7327
H 1.2256 -0.5591 -1.1437
H -1.5183 -0.4127 0.2612
H -1.0922 1.0142 0.8592
H 1.9230 0.2039 -0.2592
H 0.5761 -1.1029 -0.8340
H -1.6674 -0.7667 0.5674
H 0.0480 0.2089 1.7704
H 1.9645 0.5345 0.5347
H -0.5967 0.0846 0.9062
H 0.8050 0.0791 -0.7350
H 0.5524 -0.4575 0.1508
H 0.4571 -1.7818 0.1410
H -1.4722 -1.2531 -0.8789
H -1.4726 0.7784 -0.7685
H -0.4160 1.9847 -0.0165
H 1.0940 1.5944 0.8517
C -0.0962 0.0342 -0.0605
C 0.0896 0.1117 -0.1555
N 0.0972 0.2219 0.2468
C 0.2459 0.0190 0.0002
C -0.1556 -0.0091 0.2312
C 0.1619 -0.1248 -0.2985
C -0.2823 0.1219 -0.0594
H -0.0979 0.0188 0.0565
H -0.0460 0.0734 0.0448
H 0.0760 0.0000 0.0034
H -0.1481 0.2069 0.1573
H -0.0717 -0.1593 -0.0047
H -0.0494 -0.0607 -0.1835
H -0.0287 -0.0617 -0.1664
H -0.0044 -0.0960 -0.0261
H 0.0119 0.0026 -0.0631
H -0.0013 0.0628 -0.0278
H 0.0506 -0.1104 0.0612
H 0.1416 -0.1250 0.1914
H 0.0414 0.0500 0.0354
H 0.0493 -0.0432 0.0501
H 0.0013 -0.1355 -0.0109
C 0.1575 0.0846 0.0878
C 0.0346 -0.1017 -0.2099
N -0.0383 -0.3447 0.2024
C -0.1541 -0.0875 -0.1692
C -0.0090 -0.0067 0.2950
C 0.0307 0.0923 -0.3794
C 0.2562 0.1025 0.1566
H 0.0409 0.0295 0.0988
H 0.0240 -0.0380 0.0740
H -0.1062 -0.0971 -0.0662
H 0.1216 -0.1200 0.2708
H -0.0574 0.1609 0.0241
H 0.1196 0.1242 -0.1273
H 0.0567 0.1165 -0.1327
H -0.0586 0.0814 -0.0475
H 0.0249 0.0218 -0.0530
H 0.0516 -0.0475 -0.0156
H -0.1456 0.0520 -0.0055
H -0.2581 -0.0480 0.0588
H -0.0066 -0.0755 -0.0094
H -0.0835 -0.0139 -0.0077
H -0.0783 0.0971 -0.0340

Properties
Orbital gap ... 0.27908 Eh
LUMO energy ... -0.27 eV
Net charge ... 0
Calculated total energy ... -42846.1352 eV
ΔE to the lowest compared entry with this formula, charge and spin ... 604.5 kJ/mol